[1]
A 7-piece molecular cluster, H15NO6 overall. Source: the Open Molecules 2025 dataset; level of theory: ωB97M-V/def2-TZVPD.

For the energy above the lowest of the compared OMol25 structures with the same formula, charge and spin, the calculation gives 19.5 kcal per mole. As for the HOMO energy: -10.0 eV. Its energy is -515.18839 Ha. As for the spin multiplicity: 1. The gap between HOMO and LUMO is 10.425 eV. As for the SMILES: N.O.O.O.O.O.O.

```
22
Properties=species:S:1:pos:R:3:forces:R:3:mulliken_charge:R:1
N 2.654340 -1.380803 2.898147 0.45 -0.11 0.21 -0.67
H 2.540868 -1.972516 3.716029 -0.06 0.10 -0.14 0.22
H 1.790698 -0.869881 2.754378 0.24 0.13 0.04 0.23
H 3.439109 -0.752708 3.098154 -0.66 -0.12 -0.17 0.24
O -0.873500 -2.328373 -1.560684 -0.30 0.01 -0.64 -0.72
H -1.249409 -2.042389 -0.703873 0.29 -0.06 0.00 0.38
H 0.035986 -2.615267 -1.487699 0.07 -0.03 0.41 0.30
O 0.481077 2.075311 -2.340011 -0.59 -0.13 -0.52 -0.65
H -0.341652 1.681241 -2.681657 0.08 -0.27 0.34 0.33
H 0.885869 2.315375 -3.180776 0.43 0.16 0.23 0.29
O 0.920764 2.423606 4.043174 0.03 -0.09 -0.61 -0.64
H 0.884101 1.522077 3.702949 -0.03 -0.11 0.29 0.32
H 0.979780 2.920310 3.215380 0.00 0.19 0.29 0.32
O -2.243578 -1.046141 0.358195 0.15 0.53 0.00 -0.72
H -1.711065 -0.232427 0.248057 -0.07 -0.48 0.17 0.36
H -3.084533 -0.866015 -0.075186 -0.01 -0.01 0.02 0.33
O 0.382435 0.443849 0.220659 0.33 0.23 -1.28 -0.64
H 0.949164 0.079146 -0.483868 0.06 -0.79 0.70 0.32
H 0.214806 1.229642 -0.319283 -0.45 0.72 0.52 0.33
O -1.309477 -0.203981 -3.391358 0.04 -0.86 -0.03 -0.62
H -1.365998 -0.693183 -4.221245 -0.09 0.53 -0.29 0.32
H -1.193919 -0.979279 -2.796894 0.10 0.45 0.45 0.38
```
Forces are in eV/Å.



[2]
A 13-piece molecular cluster, C5H36O13 overall. Source: the Open Molecules 2025 dataset; level of theory: ωB97M-V/def2-TZVPD.

For the energy above the lowest of the compared OMol25 structures with the same formula, charge and spin, the calculation gives 45.0 kcal per mole. As for the HOMO energy: -10.0 eV. Its energy is -1190.09776 Ha. As for the spin multiplicity: 1. The gap between HOMO and LUMO is 10.050 eV.

```
54
Properties=species:S:1:pos:R:3:forces:R:3:mulliken_charge:R:1
C 10.791462 -9.941335 4.494210 0.19 0.03 -0.07 -0.72
O 10.557953 -10.858017 5.550011 -0.13 0.37 -0.21 -0.43
H 9.954769 -9.902949 3.788900 0.02 0.00 -0.03 0.25
H 10.928801 -8.949006 4.924931 -0.08 -0.02 0.04 0.27
H 11.708326 -10.184013 3.949648 -0.07 -0.04 -0.04 0.32
H 10.642505 -11.753378 5.182784 -0.02 0.11 -0.03 0.19
C 7.411535 -11.994178 5.239165 -0.48 -0.03 1.04 0.77
O 7.131709 -13.395786 5.426155 0.63 0.34 -0.38 -0.12
H 7.809386 -11.546378 6.158463 0.13 -0.32 -0.13 -0.31
H 8.143467 -11.868243 4.448750 -0.07 0.02 -0.21 0.00
H 6.489412 -11.435311 5.058230 0.11 -0.16 -0.47 -0.21
H 6.194139 -13.503860 5.620247 -0.09 0.00 -0.08 0.13
C 6.822576 -12.331038 1.423850 -0.41 0.33 -0.53 -0.37
O 7.541879 -12.022165 0.228346 -0.05 -0.19 0.28 -0.54
H 6.802078 -11.475068 2.104717 0.25 -0.14 0.16 0.20
H 5.785700 -12.492311 1.124255 0.07 -0.11 0.00 0.31
H 7.183342 -13.237015 1.909860 0.11 0.06 0.12 0.13
H 8.476666 -12.170278 0.390054 0.03 0.06 0.01 0.30
C 4.931065 -16.355025 7.724842 -0.53 -0.21 -0.74 -0.47
O 3.725329 -16.034208 8.406089 0.11 -0.10 0.30 -0.51
H 4.710540 -16.981904 6.846686 0.07 0.07 0.05 0.32
H 5.452367 -15.462198 7.380361 0.24 -0.02 0.25 0.17
H 5.555138 -16.952930 8.379083 0.07 0.23 0.26 0.27
H 3.157206 -15.526707 7.824348 0.01 -0.01 -0.06 0.27
C 10.979939 -13.793425 6.690110 -0.37 0.60 0.67 -0.33
O 12.180107 -13.029204 6.832890 -0.25 -0.34 0.13 -0.56
H 10.542217 -13.891035 7.674360 0.20 -0.37 0.24 0.35
H 10.248019 -13.305098 6.025367 0.20 -0.27 1.31 -0.06
H 11.177659 -14.760524 6.214288 -0.05 -0.32 0.62 0.46
H 12.558832 -12.867623 5.966645 0.03 0.17 -0.08 0.34
O 5.479596 -12.830463 8.232146 -0.09 0.20 -0.12 -0.62
H 6.360743 -12.496577 8.511602 -0.10 -0.23 0.11 0.32
H 4.873342 -12.106327 8.424866 0.09 0.00 0.09 0.28
O 7.890243 -11.861771 9.337734 -0.06 -0.07 -0.31 -0.67
H 7.757058 -11.280229 10.092073 0.03 0.00 -0.03 0.29
H 8.363970 -11.322455 8.678269 0.02 0.17 0.22 0.38
O 3.641055 -10.565774 5.056058 -0.04 -0.20 0.02 -0.65
H 3.772748 -11.506172 5.274389 0.10 0.29 0.01 0.39
H 4.524772 -10.192821 4.999638 -0.03 0.01 0.00 0.31
O 9.128076 -14.647195 3.587765 -1.83 -1.23 -0.52 -0.65
H 8.598785 -15.375754 3.247941 0.02 0.00 -0.16 0.28
H 8.524561 -14.159035 4.172132 -0.16 -0.07 0.17 0.31
O 8.948665 -9.810793 7.617769 -0.23 0.15 -0.15 -0.68
H 9.369308 -8.995303 7.905563 0.01 -0.08 0.04 0.27
H 9.326826 -10.006844 6.742745 0.31 -0.29 0.20 0.33
O 4.161434 -13.286705 5.861081 0.01 -0.30 0.29 -0.72
H 3.306515 -13.729387 5.831351 0.08 -0.04 -0.13 0.30
H 4.502766 -13.411268 6.773461 0.03 0.33 -0.09 0.28
O 10.853510 -13.356468 4.296448 2.13 1.43 -1.30 -0.74
H 10.391404 -13.845721 3.609072 0.02 0.00 -0.37 0.34
H 11.442383 -14.006628 4.692654 -0.14 0.11 -0.36 0.33
O 8.261443 -15.586116 7.573223 0.07 0.02 -0.22 -0.63
H 8.091356 -16.432111 7.147396 0.03 0.00 0.03 0.28
H 8.324638 -14.955945 6.841736 -0.16 0.04 0.13 0.27
```
Forces are in eV/Å.